The following is a quantum chemistry calculation of one molecule with the formula C2HF3O2 at a distorted geometry, from OMol25.

LUMO energy (spin up / spin down) (eV): 0.73 / -4.84
Energy above the lowest of the compared OMol25 structures with the same formula, charge and spin (kcal per mole): 28.06
Orbital gap (spin up / spin down) (Eh): 0.2946 / 0.2734
F_max (eV/A): 12.51
Total charge: 0
2S+1: 3

XYZ file:
```
8
Properties=species:S:1:pos:R:3:forces:R:3:lowdin_spin:R:1
C -1.104503 -0.300586 -0.064594 10.1 -3.8 6.3 0.595
C 0.253368 0.347247 -0.269714 -0.6 -2.0 4.8 0.132
O -2.136466 -0.031573 -0.533624 -9.0 1.8 -4.3 0.927
O 0.902352 0.048195 1.033449 -0.1 1.2 -2.5 0.056
F -0.892546 -1.529025 0.712659 -1.4 1.8 -1.9 0.211
F 0.963093 -0.161351 -1.213236 1.8 -1.4 -2.3 0.055
F 0.149995 1.607334 -0.518455 -0.4 2.4 -0.1 0.017
H 1.864706 0.019759 0.853514 -0.5 0.0 0.1 0.006
```
Positions in Å, forces in eV/Å.

The following is a quantum chemistry calculation of a 2-piece molecular cluster, C2HF4P overall, from OMol25.

LUMO energy (spin up / spin down) (eV): -1.53 / -1.07
Energy above the lowest of the compared OMol25 structures with the same formula, charge and spin (kcal per mole): 100.76
Orbital gap (spin up / spin down) (Eh): 0.3045 / 0.2989
F_max (eV/A): 0.92
Total charge: 0
2S+1: 1

XYZ file:
```
8
Properties=species:S:1:pos:R:3:forces:R:3:lowdin_charge:R:1
C -0.906280 -1.328725 -1.225604 -0.2 0.4 0.2 -0.672
C 0.720609 1.162567 1.148247 0.8 0.4 -0.2 -0.421
F -1.335336 -2.378297 -1.939497 0.0 -0.1 -0.1 -0.085
F 0.473150 2.107841 2.050420 0.0 -0.6 -0.5 0.122
F 1.243952 1.706393 0.039165 -0.4 -0.4 0.7 0.095
F 1.559051 0.248657 1.638177 -0.6 0.4 -0.2 0.114
P -1.933302 -0.214416 -0.538723 0.4 -0.1 0.1 0.814
H 0.178155 -1.304020 -1.172185 0.0 0.0 0.0 0.033
```
Positions in Å, forces in eV/Å.